1.
Entry from OMol25: a structure of composition C24H28AsN3O9P2RuS (wB97M-V/def2-TZVPD).

ORCA input file:
```
! RIJCOSX wB97M-V def2-TZVPD def2/J DEFGRID3
* xyz -1 2
Ru -0.160 0.205 -0.254
N 1.853 0.628 -0.684
C 2.604 0.762 0.599
C 1.750 0.590 1.863
O 2.304 0.579 2.965
N 0.456 0.478 1.605
C -0.538 0.163 2.600
C -1.689 -0.625 1.955
O -2.418 -1.319 2.643
O -1.847 -0.478 0.661
H 2.254 -0.161 -1.219
H 1.961 1.460 -1.254
H 3.077 1.743 0.659
H 3.393 0.011 0.628
H -0.990 1.078 3.004
H -0.119 -0.399 3.434
N 0.943 -5.130 -1.883
C 1.573 -3.944 -1.273
C 2.798 -4.247 -0.412
P 0.275 -3.140 -0.292
O 0.050 -4.123 0.950
O -1.022 -3.228 -1.173
O 0.622 -1.788 0.236
P 1.980 -2.748 -2.641
O 2.907 -3.728 -3.574
O 2.855 -1.657 -2.120
O 0.693 -2.484 -3.336
H 1.027 -5.928 -1.263
H 1.409 -5.355 -2.755
H -0.787 -3.708 -1.994
H 2.548 -4.957 0.379
H 3.187 -3.335 0.041
H 3.580 -4.677 -1.041
H -0.287 -3.643 1.719
H 3.817 -3.418 -3.510
S -0.774 2.424 -0.219
C -2.061 2.669 -1.408
C -2.906 3.772 -1.270
C -3.924 3.995 -2.182
C -4.123 3.124 -3.246
C -3.285 2.027 -3.393
C -2.259 1.803 -2.487
As -0.997 0.339 -2.602
C -2.011 -0.928 -3.657
C -1.917 -1.044 -5.037
C -2.710 -1.964 -5.712
C -3.600 -2.763 -5.010
C -3.699 -2.643 -3.629
C -2.903 -1.730 -2.953
C 0.281 1.117 -3.855
C 1.190 0.319 -4.548
C 2.143 0.904 -5.370
C 2.211 2.285 -5.498
C 1.316 3.083 -4.800
C 0.354 2.502 -3.985
H -2.766 4.442 -0.430
H -4.578 4.849 -2.053
H -4.927 3.294 -3.950
H -3.431 1.338 -4.218
H -1.220 -0.426 -5.591
H -2.627 -2.058 -6.788
H -4.215 -3.483 -5.536
H -4.390 -3.266 -3.076
H -2.962 -1.649 -1.873
H 1.158 -0.757 -4.423
H 2.843 0.274 -5.904
H 2.961 2.737 -6.135
H 1.364 4.161 -4.888
H -0.342 3.136 -3.447
*
```

Calculated values
Expectation value of S²: 0.756
HOMO level (spin up / spin down), eV: -5.167 / -5.072
Total energy, a.u.: -5184.79265
Energy above the lowest of the compared OMol25 structures with the same formula, charge and spin, eV: 0.0000
Kohn-Sham gap (spin up / spin down), eV: 7.757 / 7.100

2.
Entry from OMol25: a cluster of 13 separate species, C40H113N7O13 in total at a distorted geometry (wB97M-V/def2-TZVPD).

ORCA input file:
```
! RIJCOSX wB97M-V def2-TZVPD def2/J DEFGRID3
* xyz 0 1
C -2.353 -2.975 6.468
C -2.770 -1.774 7.322
O -1.635 -1.456 8.116
H -2.294 -3.898 7.045
H -1.483 -2.908 5.815
H -3.162 -3.169 5.762
H -3.606 -2.021 7.977
H -2.985 -0.938 6.656
H -1.952 -0.970 8.881
C 2.046 3.825 -4.442
C 2.788 3.337 -3.278
O 3.495 4.446 -2.800
H 1.239 4.522 -4.218
H 1.603 2.966 -4.946
H 2.619 4.311 -5.231
H 3.431 2.479 -3.473
H 2.140 3.085 -2.438
H 4.101 4.768 -3.472
C 6.788 -3.128 -1.760
C 5.483 -3.108 -2.573
O 5.377 -4.159 -3.460
H 6.993 -2.161 -1.302
H 7.633 -3.366 -2.406
H 6.778 -3.947 -1.041
H 5.407 -2.155 -3.098
H 4.771 -3.164 -1.749
H 4.570 -4.032 -3.964
C 1.120 -0.819 -0.146
C 1.045 -1.056 1.338
O 1.263 0.176 1.930
H 0.374 -0.161 -0.592
H 1.107 -1.745 -0.722
H 2.032 -0.377 -0.547
H 1.837 -1.737 1.648
H 0.131 -1.560 1.654
H 1.461 -0.114 2.823
C 2.164 -6.672 0.577
C 0.714 -6.674 1.073
O 0.051 -7.907 0.923
H 2.103 -6.707 -0.511
H 2.728 -7.497 1.013
H 2.660 -5.761 0.913
H 0.090 -5.913 0.604
H 0.661 -6.460 2.140
H -0.869 -7.734 1.135
C 1.455 -1.617 -6.995
C 2.425 -2.684 -7.450
O 2.062 -3.826 -6.770
H 1.444 -1.593 -5.905
H 0.453 -1.876 -7.338
H 1.682 -0.626 -7.388
H 3.446 -2.363 -7.243
H 2.365 -2.934 -8.509
H 1.140 -4.049 -6.914
C -4.831 -1.903 -0.199
C -6.065 -2.130 0.710
C -7.123 -1.029 0.641
O -8.258 -1.367 1.410
C -8.889 -0.220 2.108
N -6.603 -3.400 0.327
H -4.527 -0.858 -0.129
H -5.066 -2.073 -1.249
H -4.025 -2.594 0.051
H -5.736 -2.256 1.742
H -7.487 -0.886 -0.377
H -6.626 -0.098 0.912
H -9.277 0.475 1.363
H -8.181 0.327 2.730
H -9.637 -0.720 2.723
H -6.798 -3.285 -0.657
H -7.549 -3.424 0.680
C -5.182 6.908 -2.236
C -4.895 7.444 -0.854
C -3.649 6.853 -0.170
O -3.922 5.512 0.161
C -2.730 4.702 0.311
N -4.714 8.844 -0.939
H -4.305 7.122 -2.846
H -6.058 7.370 -2.691
H -5.361 5.835 -2.166
H -5.708 7.141 -0.194
H -3.245 7.434 0.658
H -2.829 6.970 -0.878
H -2.994 3.715 0.692
H -2.091 5.280 0.978
H -2.145 4.449 -0.573
H -4.639 9.267 -0.025
H -5.605 9.161 -1.296
C 3.788 -2.588 6.552
C 4.021 -1.127 6.768
C 5.352 -0.541 6.180
O 6.572 -1.097 6.788
C 7.818 -0.504 6.414
N 2.840 -0.503 6.186
H 4.560 -3.103 7.125
H 3.790 -2.864 5.498
H 2.826 -2.835 7.001
H 4.003 -0.935 7.840
H 5.358 0.542 6.308
H 5.392 -0.655 5.097
H 7.986 -0.604 5.342
H 8.709 -0.850 6.939
H 7.888 0.560 6.644
H 2.922 0.476 6.418
H 2.065 -0.831 6.744
C -5.704 -0.744 -8.626
C -4.568 -1.492 -7.815
C -4.345 -0.933 -6.370
O -4.097 0.472 -6.420
C -3.475 0.981 -5.230
N -4.984 -2.907 -7.792
H -6.587 -0.976 -8.030
H -5.613 -1.102 -9.651
H -5.514 0.323 -8.748
H -3.655 -1.419 -8.405
H -3.471 -1.442 -5.963
H -5.169 -1.121 -5.681
H -3.448 2.070 -5.205
H -2.488 0.560 -5.040
H -4.114 0.673 -4.402
H -5.637 -3.073 -7.040
H -5.492 -3.078 -8.648
C -2.675 -6.291 -4.538
C -2.166 -7.159 -5.715
C -3.290 -8.206 -6.076
O -2.907 -9.049 -7.169
C -3.835 -10.078 -7.441
N -1.959 -6.274 -6.878
H -3.035 -6.962 -3.757
H -3.535 -5.706 -4.865
H -1.837 -5.742 -4.110
H -1.220 -7.668 -5.527
H -4.126 -7.625 -6.466
H -3.612 -8.852 -5.259
H -3.808 -10.836 -6.658
H -3.594 -10.547 -8.395
H -4.834 -9.672 -7.602
H -2.056 -6.924 -7.645
H -2.810 -5.740 -6.982
C 6.619 2.540 1.580
C 5.993 3.670 2.337
C 6.751 4.997 2.141
O 8.093 4.883 2.499
C 8.441 5.108 3.880
N 4.561 3.877 1.887
H 5.993 1.652 1.672
H 7.614 2.189 1.852
H 6.645 2.715 0.505
H 6.100 3.479 3.405
H 6.284 5.809 2.698
H 6.631 5.305 1.102
H 7.874 4.472 4.560
H 8.118 6.114 4.149
H 9.528 5.024 3.892
H 4.035 3.021 1.995
H 4.589 4.007 0.885
C -0.143 5.858 7.117
C 1.143 5.939 6.382
C 2.366 6.499 7.197
O 2.048 7.778 7.709
C 2.187 8.820 6.803
N 1.478 4.635 5.876
H 0.021 5.105 7.887
H -0.994 5.635 6.473
H -0.422 6.840 7.501
H 1.015 6.573 5.505
H 3.306 6.501 6.645
H 2.576 5.797 8.004
H 2.121 9.760 7.350
H 1.351 8.903 6.108
H 3.160 8.732 6.320
H 0.891 4.375 5.096
H 2.387 4.694 5.440
*
```

Calculated values
HOMO level, eV: -9.262
Total energy, a.u.: -2952.86014
Energy above the lowest of the compared OMol25 structures with the same formula, charge and spin, eV: 5.1321
Kohn-Sham gap, eV: 9.241